This record from the OMol25 dataset describes the molecule C24H29N3O3. The level of theory is wB97M-V/def2-TZVPD.

Geometry as XYZ:
```
59
Properties=species:S:1:pos:R:3
C 4.43 2.79 -0.50
H 5.32 2.17 -0.51
H 4.73 3.83 -0.43
H 3.84 2.54 0.38
C 3.59 2.58 -1.76
N 3.14 1.20 -1.88
C 1.82 1.07 -2.50
C 1.70 1.57 -3.94
H 1.97 2.62 -4.02
H 2.35 1.00 -4.61
H 0.68 1.45 -4.28
H 1.54 0.02 -2.46
H 1.12 1.63 -1.87
C 4.16 0.32 -2.44
H 4.20 0.39 -3.53
C 3.98 -1.15 -2.04
C 4.03 -1.36 -0.52
N 2.94 -0.66 0.12
C 1.82 -1.31 0.52
O 1.73 -2.52 0.62
C 0.66 -0.40 0.78
C -0.56 -0.87 0.39
N -1.70 -0.13 0.42
C -1.71 1.20 0.84
O -2.72 1.87 0.81
C -0.42 1.70 1.34
C -0.39 3.00 1.86
C 0.76 3.50 2.42
C 1.90 2.70 2.48
C 1.89 1.43 1.96
C 0.74 0.91 1.35
H 2.77 0.81 2.04
H 2.79 3.08 2.95
H 0.78 4.50 2.82
H -1.30 3.58 1.83
C -2.92 -0.76 0.06
C -3.77 -0.17 -0.86
C -4.95 -0.82 -1.19
C -5.27 -2.04 -0.63
C -4.40 -2.63 0.30
C -3.23 -1.98 0.64
H -2.54 -2.40 1.37
O -4.80 -3.83 0.80
C -3.98 -4.47 1.75
H -4.49 -5.40 2.00
H -3.86 -3.86 2.65
H -2.99 -4.70 1.33
H -6.18 -2.55 -0.88
H -5.62 -0.37 -1.91
H -3.52 0.78 -1.30
H -0.65 -1.86 -0.02
H 2.86 0.30 -0.20
H 4.97 -0.98 -0.12
H 3.94 -2.42 -0.28
H 4.79 -1.72 -2.50
H 3.04 -1.54 -2.42
H 5.12 0.66 -2.05
H 4.17 2.90 -2.65
H 2.71 3.22 -1.69
```

- relative energy (zero: lowest compared OMol25 entry of this formula, charge and spin) (eV) = 2.221
- structure (SMILES) = CCN(CC)CCCNC(=O)c1cn(-c2cccc(OC)c2)c(=O)c2ccccc12
- HOMO-LUMO gap (eV) = 8.4845
- M (g mol⁻¹) = 407.51
- maximum force (hartree/bohr) = 0.02068
- DFT total energy (eV) = -35972.4477

This record from the OMol25 dataset describes the molecule C6H10. The level of theory is wB97M-V/def2-TZVPD.

Geometry as XYZ:
```
16
Properties=species:S:1:pos:R:3
C 1.95 -0.22 0.39
C 0.56 0.02 -0.16
C -0.09 1.38 -0.13
C -0.66 0.25 0.69
C -1.77 -0.60 0.08
C 0.06 -0.97 -1.19
H 2.16 0.44 1.24
H 2.72 -0.05 -0.37
H 2.05 -1.26 0.73
H 0.41 2.17 0.44
H -0.63 1.73 -1.01
H -0.60 0.33 1.77
H -2.17 -1.35 0.78
H -2.59 -0.05 -0.41
H -0.34 -0.42 -2.06
H -1.25 -1.36 -0.67
```

- relative energy (zero: lowest compared OMol25 entry of this formula, charge and spin) (eV) = 4.819
- HOMO-LUMO gap (eV) = 8.6193
- M (g mol⁻¹) = 82.15
- maximum force (hartree/bohr) = 0.00772
- DFT total energy (eV) = -6379.0401